[1]
105
Properties=species:S:1:pos:R:3 method="wB97M-V/def2-TZVPD" spin_multiplicity=1 e_homo_ha=-0.5718 charge=+3 total_energy_ev=-68082.00692 lumo_energy_ha=-0.3716
Hf 0.492 0.086 -0.316
C -0.398 2.491 -3.188
C -0.256 3.450 -2.003
C -1.002 4.752 -2.324
C 1.231 3.755 -1.808
P -0.965 2.559 -0.522
C -2.661 2.053 -1.022
N -2.664 0.644 -1.309
B -1.526 -0.231 -1.243
N -2.014 -1.469 -1.801
C -1.247 -2.660 -2.059
P 0.392 -2.586 -1.213
C 0.519 -4.371 -0.554
C -0.449 -4.444 0.631
C 0.093 -5.386 -1.639
C 1.925 -4.816 -0.139
C 1.746 -2.207 -2.441
C 1.456 -0.820 -3.013
C 3.062 -2.099 -1.662
C 1.873 -3.204 -3.599
C -3.343 -1.336 -2.147
C -4.228 -2.247 -2.729
C -5.512 -1.814 -2.966
C -5.918 -0.503 -2.650
C -5.050 0.405 -2.089
C -3.748 -0.031 -1.832
C -1.312 3.718 0.927
C -1.746 2.820 2.091
C -0.117 4.624 1.262
C -2.480 4.690 0.644
H 0.088 2.928 -4.062
H -1.432 2.265 -3.450
H 0.110 1.537 -3.001
H -0.689 5.093 -3.312
H -0.748 5.540 -1.617
H -2.086 4.642 -2.349
H 1.582 4.318 -2.674
H 1.836 2.841 -1.766
H 1.438 4.351 -0.924
H -2.941 2.629 -1.912
H -3.376 2.307 -0.240
H -1.099 -2.834 -3.131
H -1.777 -3.527 -1.666
H -1.487 -4.261 0.343
H -0.187 -3.742 1.422
H -0.405 -5.450 1.050
H -0.857 -5.205 -2.135
H -0.006 -6.349 -1.135
H 0.860 -5.504 -2.401
H 2.387 -4.207 0.632
H 2.597 -4.882 -0.992
H 1.833 -5.826 0.263
H 1.600 -0.001 -2.248
H 0.475 -0.685 -3.470
H 2.233 -0.520 -3.722
H 3.003 -1.340 -0.858
H 3.860 -1.779 -2.333
H 3.363 -3.030 -1.195
H 0.929 -3.366 -4.118
H 2.245 -4.163 -3.246
H 2.591 -2.827 -4.330
H -3.923 -3.251 -2.989
H -6.229 -2.488 -3.411
H -6.936 -0.209 -2.861
H -5.368 1.413 -1.860
H -1.026 2.038 2.337
H -2.699 2.329 1.886
H -1.886 3.437 2.981
H 0.848 4.123 1.339
H -0.316 5.115 2.215
H -0.014 5.410 0.516
H -3.426 4.216 0.393
H -2.236 5.413 -0.129
H -2.653 5.251 1.564
C -0.990 -1.255 3.357
C 0.033 -0.177 3.719
C 0.700 -0.460 5.069
P 1.198 0.160 2.344
C 2.735 -0.872 2.374
C 2.362 -2.350 2.473
C 3.797 -0.529 3.424
C 1.728 1.919 2.408
C 2.717 2.161 1.268
C 2.219 2.473 3.749
H -1.769 -1.285 4.117
H -0.526 -2.241 3.328
H -1.475 -1.065 2.394
H -0.494 0.783 3.799
H 1.151 -1.451 5.092
H -0.065 -0.437 5.846
H 1.459 0.273 5.334
H 3.191 -0.698 1.387
H 2.019 -2.607 3.475
H 3.235 -2.964 2.261
H 1.564 -2.619 1.774
H 3.405 -0.633 4.435
H 4.211 0.469 3.312
H 4.620 -1.235 3.317
H 0.811 2.460 2.177
H 3.693 1.714 1.448
H 2.862 3.225 1.076
H 2.373 1.755 0.287
H 3.117 1.984 4.114
H 1.447 2.392 4.514
H 2.445 3.534 3.632

[2]
125
Properties=species:S:1:pos:R:3 method="wB97M-V/def2-TZVPD" spin_multiplicity=1 e_homo_ha=-0.3142 charge=+1 total_energy_ev=-383710.03937 lumo_energy_ha=-0.2802
C -7.722 -2.158 -1.179
C -6.795 -3.355 -0.909
C -6.254 -3.374 0.535
C -4.800 -3.851 0.682
C -3.843 -2.765 1.241
C -2.385 -3.016 0.820
C -1.560 -1.739 0.515
C -1.615 -0.877 1.810
C -1.625 -1.609 3.172
C -0.276 -2.102 3.674
F -0.457 -2.271 5.080
C -0.101 -2.265 0.473
N 0.101 -2.838 -0.872
C 0.524 -1.701 -1.779
C 0.991 -2.446 -3.038
F 0.032 -3.333 -3.502
C 1.668 -1.712 -4.190
C 3.211 -1.925 -4.238
C -0.590 -0.605 -1.782
C -0.960 0.013 -3.160
C -1.339 -0.801 -4.399
C -2.601 -0.204 -5.066
C -3.323 -1.241 -5.958
N -3.373 -0.803 -7.352
C -0.067 0.710 -1.054
C 1.383 1.249 -1.173
C 2.339 0.932 -2.304
Br 2.406 0.762 0.523
C -1.862 -1.007 -0.883
I -3.176 -2.293 -2.126
C -2.828 0.193 -0.636
O -3.725 0.487 -1.690
N -4.289 1.791 -1.502
O -5.181 1.947 -2.223
H -7.853 -2.101 -2.259
H -7.268 -1.231 -0.831
H -8.687 -2.318 -0.706
H -7.340 -4.280 -1.099
H -5.998 -3.303 -1.655
H -6.925 -3.982 1.124
H -6.359 -2.330 0.930
H -4.417 -4.332 -0.217
H -4.795 -4.610 1.468
H -4.240 -1.798 0.929
H -4.005 -2.839 2.313
H -1.903 -3.509 1.668
H -2.308 -3.814 0.083
H -2.409 -0.133 1.876
H -0.664 -0.301 1.900
H -1.926 -0.862 3.904
H -2.332 -2.422 3.270
H -0.012 -3.087 3.303
H 0.527 -1.371 3.565
H 0.627 -1.499 0.731
H 0.030 -3.062 1.196
H 0.863 -3.517 -0.816
H -0.709 -3.338 -1.272
H 1.438 -1.382 -1.286
H 1.776 -3.124 -2.672
H 1.386 -0.676 -4.318
H 1.297 -2.206 -5.087
H 3.554 -2.132 -3.223
H 3.664 -1.027 -4.645
H 3.448 -2.773 -4.870
H -1.733 0.764 -3.002
H -0.106 0.635 -3.448
H -1.533 -1.859 -4.305
H -0.572 -0.698 -5.165
H -2.336 0.688 -5.634
H -3.309 0.140 -4.307
H -2.832 -2.210 -5.851
H -4.347 -1.322 -5.604
H -2.555 -1.200 -7.802
H -4.170 -1.273 -7.769
H -0.725 1.528 -1.351
H -0.312 0.627 0.035
H 1.357 2.342 -1.110
H 3.208 1.580 -2.165
H 2.750 -0.071 -2.274
H 1.964 1.200 -3.287
H -2.371 1.102 -0.236
H -3.484 -0.158 0.162
C 3.539 0.865 4.158
Cl 4.924 1.909 3.865
Cl 3.693 -0.674 3.274
H 3.470 0.654 5.220
H 2.630 1.390 3.824
C 7.484 7.662 -0.305
O 7.757 6.748 0.777
P 7.653 5.118 0.469
O 7.698 4.564 1.845
O 9.052 5.089 -0.325
C 10.260 5.262 0.420
O 7.139 3.854 -0.455
C 5.953 3.186 -0.021
H 7.709 8.666 0.044
H 8.113 7.438 -1.169
H 6.433 7.615 -0.592
H 10.110 5.091 1.485
H 10.639 6.273 0.269
H 10.988 4.550 0.040
H 5.211 3.886 0.368
H 6.207 2.456 0.747
H 5.534 2.663 -0.883
Cl -7.602 -2.286 2.625
Ca 0.352 1.985 1.454
Br 5.623 -2.720 2.730
Br -1.488 -3.810 6.135
F -3.652 -3.517 -7.380
C 8.379 2.390 6.334
Cl 9.899 2.621 7.248
Cl 8.552 2.974 4.686
Cl 7.902 0.700 6.361
H 7.595 2.975 6.824
C -5.183 2.002 5.471
C -4.969 1.528 4.061
O -3.869 1.585 3.533
C -6.156 0.989 3.327
H -4.244 2.367 5.881
H -5.913 2.812 5.483
H -5.541 1.177 6.089
H -6.913 1.771 3.249
H -6.580 0.122 3.838
H -5.859 0.687 2.325
Be 8.214 3.142 8.970

[3]
115
Properties=species:S:1:pos:R:3 method="wB97M-V/def2-TZVPD" spin_multiplicity=1 e_homo_ha=-0.3907 charge=+1 total_energy_ev=-79613.74979 lumo_energy_ha=-0.1144
C -4.067 -2.740 -2.396
C -3.018 -3.629 -1.730
C -1.712 -3.696 -2.515
C -1.010 -2.331 -2.585
C 0.428 -2.368 -2.075
C 0.968 -0.920 -1.997
N 1.501 -0.646 -0.653
C 0.839 -0.104 0.324
N -0.501 0.231 0.035
C -1.478 -0.598 0.699
C -2.872 -0.377 0.178
O -3.795 -0.262 0.907
O -0.785 1.599 0.151
C -0.393 2.339 -1.011
C -1.574 2.998 -1.760
C -2.941 2.779 -1.089
C -1.289 4.454 -2.130
C -0.843 5.436 -1.018
C 0.677 5.665 -0.971
C -1.369 5.146 0.389
N 1.507 0.024 1.545
C 1.323 -1.187 2.388
S 2.843 -1.359 3.379
C 2.469 -2.778 4.455
C 2.529 -2.350 5.914
P 1.259 1.483 2.592
N 1.468 2.774 1.532
O -0.356 1.633 2.845
C 2.868 -1.066 -0.457
C 3.906 -0.163 -0.679
C 5.204 -0.624 -0.467
N 5.527 -1.848 -0.051
C 4.524 -2.700 0.151
C 3.188 -2.351 -0.045
H -4.718 -2.306 -1.636
H -3.638 -1.907 -2.953
H -4.709 -3.293 -3.075
H -2.826 -3.280 -0.712
H -3.432 -4.631 -1.643
H -1.056 -4.472 -2.122
H -1.968 -4.018 -3.525
H -1.010 -1.995 -3.620
H -1.601 -1.605 -2.026
H 0.388 -2.820 -1.083
H 0.992 -2.960 -2.785
H 0.155 -0.259 -2.251
H 1.795 -0.834 -2.692
H -1.226 -1.635 0.453
H -1.499 -0.523 1.787
H -3.029 -0.378 -0.909
H 0.281 3.108 -0.655
H 0.189 1.736 -1.704
H -1.656 2.456 -2.704
H -2.918 2.896 -0.012
H -3.620 3.535 -1.480
H -3.371 1.827 -1.377
H -2.174 4.860 -2.613
H -0.507 4.456 -2.891
H -1.257 6.406 -1.294
H 1.175 4.924 -0.348
H 0.848 6.615 -0.469
H 1.113 5.693 -1.964
H -0.786 5.736 1.098
H -1.270 4.108 0.696
H -2.403 5.454 0.521
H 0.471 -1.073 3.057
H 1.192 -2.063 1.763
H 3.269 -3.493 4.285
H 1.526 -3.255 4.207
H 3.418 -1.750 6.095
H 2.601 -3.218 6.566
H 1.676 -1.743 6.202
H 0.727 3.453 1.684
H 2.323 3.220 1.863
H -0.626 1.054 3.566
H 3.706 0.850 -0.994
H 6.023 0.059 -0.651
H 4.750 -3.698 0.495
H 2.414 -3.085 0.126
C 1.971 -2.367 -6.015
O 1.327 -2.484 -4.982
N 2.972 -1.495 -6.206
C 3.694 -1.417 -7.465
C 3.347 -0.604 -5.124
H 1.770 -2.994 -6.897
H 4.752 -1.626 -7.304
H 3.591 -0.421 -7.896
H 3.295 -2.146 -8.166
H 3.656 -1.183 -4.250
H 2.497 0.021 -4.843
H 4.169 0.030 -5.445
C 3.129 3.630 5.503
O 2.975 3.503 4.299
N 4.263 3.342 6.156
C 4.394 3.511 7.591
C 5.397 2.844 5.393
H 2.327 3.996 6.163
H 5.192 4.220 7.816
H 4.628 2.556 8.063
H 3.463 3.889 8.007
H 5.691 3.573 4.638
H 5.127 1.918 4.884
H 6.232 2.660 6.064
C -6.727 -4.017 0.497
O -6.684 -5.209 0.266
N -7.760 -3.208 0.198
C -7.741 -1.790 0.497
C -8.928 -3.787 -0.446
H -5.889 -3.484 0.984
H -8.561 -1.534 1.170
H -7.846 -1.209 -0.422
H -6.800 -1.522 0.973
H -9.359 -4.564 0.185
H -8.647 -4.241 -1.397
H -9.668 -3.009 -0.620

[4]
120
Properties=species:S:1:pos:R:3 method="wB97M-V/def2-TZVPD" de_lowest_kcal_mol=16.5 spin_multiplicity=1 e_homo_ha=-0.3144 charge=0 smiles="O=S1(=O)CCCC1.O=S1(=O)CCCC1.O=S1(=O)CCCC1.O=S1(=O)CCCC1.O=S1(=O)CCCC1.O=S1(=O)CCCC1.CC(C)=O.CC(C)=O.CC(C)=O" total_energy_ev=-131008.60334 lumo_energy_ha=-0.0165
O -1.005 11.259 3.644
S -1.053 10.245 4.736
O -1.905 9.043 4.491
C 0.617 9.865 5.380
C 0.636 10.154 6.859
C -0.774 10.286 7.361
C -1.661 10.971 6.261
H 1.514 10.281 4.921
H 0.776 8.813 5.146
H 1.273 9.478 7.430
H 1.013 11.171 6.968
H -0.740 10.887 8.270
H -1.165 9.276 7.480
H -1.268 11.985 6.197
H -2.749 11.026 6.286
O -3.739 9.199 9.552
S -4.450 10.160 10.375
O -4.427 11.574 10.040
C -6.166 9.457 10.688
C -6.378 9.650 12.237
C -5.245 10.478 12.821
C -3.904 10.061 12.141
H -5.960 8.431 10.384
H -6.831 10.018 10.032
H -7.385 10.041 12.385
H -6.345 8.750 12.851
H -5.218 10.422 13.909
H -5.540 11.510 12.630
H -3.562 9.080 12.469
H -3.059 10.710 12.369
O 0.145 8.955 10.231
S 0.171 7.505 10.231
O 1.344 6.769 9.793
C -0.253 6.859 11.903
C -1.166 5.591 11.651
C -2.146 6.138 10.609
C -1.341 6.771 9.487
H -0.898 7.607 12.364
H 0.625 6.785 12.545
H -0.640 4.811 11.099
H -1.680 5.207 12.532
H -2.781 6.893 11.073
H -2.837 5.452 10.118
H -1.641 7.709 9.020
H -0.958 6.189 8.649
O -0.904 14.054 7.458
S -0.859 14.564 8.820
O -1.102 15.967 9.094
C -1.829 13.454 9.826
C -0.821 12.603 10.606
C 0.199 13.585 11.057
C 0.781 14.069 9.722
H -2.662 13.111 9.211
H -2.298 14.148 10.524
H -1.304 12.160 11.476
H -0.404 11.737 10.091
H 0.882 12.896 11.554
H -0.052 14.422 11.709
H 1.407 13.344 9.201
H 1.383 14.978 9.737
O -1.627 17.138 5.296
S -1.137 16.346 4.157
O 0.212 16.364 3.653
C -1.396 14.525 4.358
C -2.649 14.219 3.424
C -2.550 15.157 2.197
C -2.303 16.546 2.813
H -1.600 14.288 5.402
H -0.515 13.989 4.006
H -2.662 13.169 3.133
H -3.606 14.278 3.943
H -3.441 15.109 1.571
H -1.748 14.911 1.502
H -3.251 16.770 3.303
H -1.996 17.355 2.151
O -5.985 17.929 12.390
S -4.583 18.419 12.541
O -4.091 19.616 11.952
C -4.023 18.194 14.238
C -3.872 16.643 14.504
C -3.373 16.018 13.161
C -3.597 16.969 11.985
H -4.769 18.600 14.921
H -3.086 18.750 14.209
H -3.167 16.492 15.321
H -4.870 16.323 14.804
H -4.063 15.181 13.055
H -2.437 15.475 13.026
H -3.896 16.495 11.050
H -2.640 17.479 11.874
C -6.221 13.564 7.945
C -6.279 12.856 6.554
C -7.638 12.184 6.270
O -5.233 12.958 5.838
H -6.363 12.861 8.766
H -6.798 14.488 7.983
H -5.155 13.790 7.969
H -7.758 11.102 6.321
H -7.981 12.506 5.287
H -8.427 12.482 6.960
C -3.013 18.857 8.744
C -3.590 20.105 8.167
C -4.893 20.790 8.701
O -2.989 20.651 7.258
H -2.241 18.532 8.047
H -3.709 18.042 8.942
H -2.453 19.182 9.621
H -5.696 20.744 7.965
H -4.710 21.739 9.205
H -5.184 20.148 9.533
C 1.199 9.825 13.183
C 2.321 10.749 13.461
C 2.713 11.293 14.857
O 2.955 11.197 12.545
H 1.642 9.158 12.442
H 0.343 10.355 12.765
H 0.943 9.142 13.993
H 3.784 11.184 15.030
H 2.171 10.697 15.592
H 2.401 12.327 14.999

no.,Kohn-Sham gap (eV)
1,5.4
2,0.9
3,7.5
4,8.1